# 1
The following is a quantum chemistry calculation of 2 unconnected molecules or ions with the total composition C3H11N, from the Open Molecules 2025 dataset.

```
15
Properties=species:S:1:pos:R:3:nbo_charge:R:1
C 0.351 -2.374 -0.874 -0.62
C 0.872 -2.302 -2.319 -0.62
H 1.021 -1.984 -0.108 0.21
H 0.233 -3.430 -0.616 0.20
H -0.638 -1.960 -0.734 0.21
H 1.001 -3.299 -2.732 0.21
H 0.192 -1.745 -2.964 0.21
H 1.794 -1.724 -2.386 0.21
C -0.534 1.651 1.702 -0.42
N -0.687 3.085 1.368 -0.82
H 0.122 1.528 2.557 0.18
H 0.013 1.190 0.880 0.19
H -1.456 1.111 1.885 0.19
H -1.591 3.417 1.713 0.34
H -0.163 3.625 2.061 0.34
```

* SMILES string: CC.CN
* ΔE to the lowest compared entry with this formula, charge and spin: 0.726 eV
* HOMO level: -9.6 eV
* LUMO: 1.08 eV

# 2
The following is a quantum chemistry calculation of a molecular structure, C35H46N5O5PPdS, from the Open Molecules 2025 dataset.

```
94
Properties=species:S:1:pos:R:3:mulliken_charge:R:1
Pd 0.469 -0.141 0.494 0.58
C 3.831 1.303 1.950 -1.79
C 3.553 -0.092 1.406 2.30
C 4.764 -1.008 1.432 -1.63
O 3.041 -0.006 0.069 -0.68
C 2.307 -0.760 2.057 -0.20
O 2.259 -1.994 2.118 -0.68
O 1.354 0.009 2.344 -0.87
H 4.628 1.775 1.377 0.40
H 4.131 1.252 2.992 0.47
H 2.928 1.908 1.880 0.27
H 5.597 -0.547 0.905 0.43
H 4.510 -1.946 0.946 0.32
H 5.063 -1.210 2.455 0.41
H 3.741 0.332 -0.506 0.37
C 3.452 5.476 -1.424 -0.90
N 3.012 4.117 -1.535 -0.24
N 1.852 3.685 -0.962 1.34
C 1.667 2.356 -1.249 0.13
O 0.650 1.737 -0.825 0.20
C 2.784 1.968 -2.021 -1.22
C 3.592 3.078 -2.163 0.62
C 4.892 3.200 -2.862 -1.83
C 0.847 4.542 -0.449 -0.85
C 0.985 5.160 0.785 -0.02
C -0.028 5.989 1.235 -0.80
C -1.166 6.187 0.469 -0.48
C -1.308 5.546 -0.751 -0.85
C -0.300 4.720 -1.214 0.23
H 2.589 6.139 -1.472 0.37
H 4.127 5.701 -2.245 0.39
H 3.975 5.644 -0.480 0.29
H 2.941 0.991 -2.436 0.80
H 5.218 2.225 -3.214 0.39
H 5.655 3.610 -2.200 0.39
H 4.800 3.862 -3.723 0.40
H 1.871 4.991 1.378 0.50
H 0.078 6.493 2.182 0.45
H -1.946 6.843 0.819 0.46
H -2.189 5.713 -1.352 0.46
H -0.383 4.219 -2.167 0.57
C 0.533 -5.460 2.088 -0.80
N -0.730 -4.591 2.083 0.25
C -1.609 -5.052 0.925 -0.87
N -0.897 -5.027 -0.292 0.24
C 0.259 -5.903 -0.223 -0.96
N 1.157 -5.458 0.825 0.22
C 1.831 -4.222 0.513 -1.12
P 0.636 -2.775 0.415 2.13
C -0.394 -3.160 1.944 -0.85
C -0.560 -3.681 -0.728 -0.98
H 0.223 -6.474 2.361 0.32
H 1.207 -5.057 2.850 0.43
H -1.227 -4.736 2.966 0.38
H -2.476 -4.386 0.871 0.33
H -1.935 -6.073 1.151 0.39
H 0.788 -5.896 -1.175 0.39
H -0.067 -6.925 -0.010 0.30
H 2.331 -4.319 -0.454 0.48
H 2.576 -4.003 1.277 0.45
H -1.323 -2.581 1.859 -0.27
H 0.161 -2.811 2.817 0.61
H -0.134 -3.736 -1.730 0.78
H -1.482 -3.103 -0.800 -0.17
O -0.854 -0.618 -1.221 -0.65
S -1.295 0.660 -1.873 0.40
C -2.579 0.132 -3.127 -1.69
C -3.762 -0.579 -2.592 0.66
C -3.698 -1.943 -2.336 -0.24
C -4.794 -2.619 -1.833 -0.63
C -5.973 -1.937 -1.575 -0.64
C -6.045 -0.575 -1.818 -0.75
C -4.947 0.101 -2.322 -0.23
C -2.415 1.458 -0.605 -0.47
C -2.315 0.776 0.713 0.40
C -3.160 -0.295 1.011 0.46
C -3.171 -0.855 2.278 -1.10
C -2.330 -0.369 3.270 -0.57
C -1.458 0.669 2.985 -0.78
C -1.428 1.236 1.706 -0.73
H -2.012 -0.490 -3.817 0.60
H -2.845 1.067 -3.617 0.56
H -2.787 -2.474 -2.563 0.47
H -4.734 -3.682 -1.665 0.51
H -6.834 -2.461 -1.189 0.43
H -6.961 -0.038 -1.623 0.42
H -5.027 1.155 -2.545 0.55
H -3.427 1.403 -0.993 0.64
H -2.079 2.492 -0.554 0.13
H -3.850 -0.654 0.263 0.13
H -3.872 -1.647 2.501 0.52
H -2.384 -0.775 4.269 0.46
H -0.830 1.074 3.765 0.41
H -0.847 2.144 1.536 0.51
```

* charge: +2
* ΔE to the lowest compared entry with this formula, charge and spin: 1.416 eV
* HOMO level (spin up / spin down): -13.0 / -13.0 eV
* LUMO (spin up / spin down): -6.96 / -6.78 eV

# 3
The following is a quantum chemistry calculation of a molecular structure, C5H14OSi2, from the Open Molecules 2025 dataset.

```
22
Properties=species:S:1:pos:R:3:nbo_charge:R:1
C -0.669 -2.474 2.032 -0.27
C -0.948 -2.364 0.724 -0.71
C 1.055 2.868 -0.411 -1.13
C 0.228 -1.482 -2.021 -1.16
C -1.663 0.540 -0.256 -1.15
O 1.312 0.090 0.477 -1.28
Si 1.598 1.538 0.868 1.50
Si -0.485 -0.923 -0.390 1.88
H -0.836 -3.413 2.634 0.18
H -0.252 -1.855 2.689 0.19
H -1.452 -3.065 0.134 0.22
H 0.285 3.581 -0.148 0.24
H 1.832 3.480 -0.832 0.24
H 0.619 2.269 -1.412 0.21
H -0.429 -2.271 -2.490 0.25
H 0.250 -0.599 -2.677 0.25
H 1.236 -1.636 -2.003 0.27
H -1.715 0.697 0.863 0.26
H -1.207 1.401 -0.669 0.25
H -2.680 0.373 -0.505 0.25
H 3.106 1.429 1.267 -0.22
H 0.817 1.817 2.127 -0.27
```

* ΔE to the lowest compared entry with this formula, charge and spin: 1.249 eV
* HOMO level: -9.2 eV
* LUMO: 0.52 eV

# 4
The following is a quantum chemistry calculation of 2 unconnected molecules or ions with the total composition CH6NPS, from the Open Molecules 2025 dataset.

```
10
Properties=species:S:1:pos:R:3:nbo_charge:R:1
C 2.235 -0.348 0.093 -0.44
N -2.070 -0.393 -0.611 -1.14
P -1.243 -0.079 0.847 0.63
S 0.115 1.394 0.740 -0.31
H 2.841 0.249 0.707 0.20
H 2.345 0.020 -0.882 0.17
H 1.671 -1.260 0.131 0.20
H -2.265 0.498 -1.177 0.37
H -1.507 -0.817 -1.319 0.38
H -2.123 0.735 1.470 -0.05
```

* ΔE to the lowest compared entry with this formula, charge and spin: 3.160 eV
* HOMO level (spin up / spin down): -8.3 / -8.5 eV
* LUMO (spin up / spin down): -1.53 / -0.30 eV

# 5
The following is a quantum chemistry calculation of a molecular structure, C3H7N2OS, from the Open Molecules 2025 dataset.

```
14
Properties=species:S:1:pos:R:3:nbo_charge:R:1
C 0.244 0.199 1.159 0.63
C 0.222 0.610 -0.280 -0.22
C -0.340 -1.291 -0.335 -0.13
N 0.040 -1.165 1.070 -0.62
N -0.446 1.818 -0.631 -0.69
O 0.264 1.021 2.072 -0.57
S 0.426 -2.554 -1.279 0.11
H 1.194 0.570 -0.920 0.26
H -1.454 -1.153 -0.475 0.23
H 0.056 -1.770 1.849 0.44
H 0.054 2.478 -1.228 0.46
H -0.394 2.393 0.274 0.47
H -1.412 1.797 -0.827 0.45
H 1.546 -2.953 -0.449 0.19
```

* charge: +1
* ΔE to the lowest compared entry with this formula, charge and spin: 3.152 eV
* HOMO level: -13.3 eV
* LUMO: -3.95 eV